Computed, not measured: a molecular structure, C50H41IrN4O3P2STe, with ωB97M-V with the def2-TZVPD basis set.

LUMO level (alpha / beta), Ha: -0.1073 / -0.1129
Multiplicity: 2
Total charge: +1
Expectation value of S²: 0.76
ΔE to the lowest compared entry with this formula, charge and spin, eV: 3.081

Structure (XYZ):
```
103
C50H41IrN4O3P2STe | the OMol25 dataset | ωB97M-V with the def2-TZVPD basis set
Ir -0.773 -1.777 -1.205
C -2.860 -3.842 -4.529
O -1.729 -4.363 -5.215
C -0.528 -4.512 -4.598
C 0.337 -5.388 -5.209
C 1.613 -5.674 -4.694
C 2.010 -5.067 -3.539
C 1.161 -4.122 -2.904
C 1.663 -3.543 -1.715
N 1.171 -2.627 -0.908
N 2.099 -2.545 0.152
C 2.184 -1.583 0.966
O 1.386 -0.485 0.801
C 3.145 -1.717 2.098
C 3.488 -3.013 2.490
C 4.405 -3.221 3.503
C 4.999 -2.139 4.140
C 4.660 -0.851 3.760
C 3.736 -0.640 2.747
C -0.098 -3.796 -3.437
O -0.842 -2.857 -2.926
H -3.707 -4.059 -5.177
H -2.777 -2.772 -4.366
H -3.003 -4.338 -3.566
H -0.010 -5.868 -6.115
H 2.256 -6.377 -5.203
H 2.973 -5.285 -3.097
H 2.622 -3.932 -1.389
H 3.021 -3.851 1.992
H 4.656 -4.231 3.799
H 5.724 -2.301 4.926
H 5.120 0.001 4.244
H 3.517 0.375 2.467
Te -2.006 1.968 2.169
C -1.798 3.997 1.599
C -2.118 4.437 0.321
C -1.905 5.772 0.007
N -1.417 6.668 0.862
C -1.131 6.241 2.088
C -1.300 4.926 2.504
C -0.611 1.190 0.836
P -0.878 0.485 -0.790
C 0.429 1.271 -1.799
C 0.623 2.648 -1.673
C 1.552 3.300 -2.463
C 2.307 2.580 -3.382
C 2.126 1.212 -3.509
C 1.183 0.559 -2.724
C -2.385 1.277 -1.457
C -2.354 1.884 -2.708
C -3.499 2.467 -3.240
C -4.686 2.452 -2.529
C -4.735 1.825 -1.289
C -3.601 1.224 -0.772
P 0.923 0.890 1.484
C 0.940 0.689 3.260
C 0.345 -0.464 3.770
C 0.258 -0.645 5.139
C 0.758 0.326 5.998
C 1.363 1.466 5.491
C 1.458 1.650 4.120
C 2.153 2.105 0.980
C 1.878 3.446 1.254
C 2.728 4.437 0.795
C 3.843 4.098 0.039
C 4.107 2.769 -0.258
C 3.265 1.772 0.211
H -2.518 3.763 -0.426
H -2.145 6.141 -0.985
H -0.738 6.984 2.774
H -1.044 4.640 3.517
H 0.038 3.205 -0.949
H 1.689 4.369 -2.363
H 3.031 3.090 -4.004
H 2.710 0.650 -4.226
H 1.029 -0.508 -2.840
H -1.436 1.910 -3.278
H -3.453 2.941 -4.211
H -5.574 2.913 -2.941
H -5.660 1.813 -0.726
H -3.655 0.720 0.181
H -0.050 -1.217 3.096
H -0.200 -1.540 5.539
H 0.677 0.191 7.069
H 1.765 2.212 6.163
H 1.943 2.534 3.726
H 0.984 3.719 1.804
H 2.508 5.475 1.010
H 4.499 4.874 -0.332
H 4.965 2.506 -0.861
H 3.473 0.739 -0.037
S -3.084 -1.782 -1.585
C -3.699 -2.506 -0.152
N -4.868 -2.017 0.330
C -5.556 -2.541 1.373
C -5.061 -3.625 2.028
C -3.838 -4.167 1.588
C -3.165 -3.618 0.528
H -5.247 -1.226 -0.179
H -6.478 -2.045 1.637
H -5.605 -4.053 2.855
H -3.434 -5.041 2.082
H -2.232 -4.026 0.170
```